{
  "formula": "C9H11O2Si",
  "method": "ωB97M-V/def2-TZVPD",
  "total_charge": -1,
  "relative_energy_kj_mol": 0.0,
  "homo_energy_ev": -1.8,
  "species": ["C", "C", "C", "C", "C", "C", "C", "C", "C", "O", "O", "Si", "H", "H", "H", "H", "H", "H", "H", "H", "H", "H", "H"],
  "coordinates": [[0.775, 3.323, 0.080], [0.010, 2.755, -0.957], [1.159, 2.474, 1.098], [-0.348, 1.429, -0.913], [0.795, 1.120, 1.065], [-0.098, 0.554, 0.117], [-3.979, 1.111, 0.161], [-1.624, -1.770, -1.136], [0.033, -2.414, 1.182], [-4.721, 0.403, 0.679], [-3.136, 1.703, -0.330], [-1.109, -0.967, 0.510], [1.002, 4.443, 0.057], [-0.288, 3.303, -1.818], [1.711, 2.913, 1.942], [-0.988, 0.953, -1.703], [1.161, 0.675, 1.955], [-1.129, -1.336, -2.159], [-1.231, -2.766, -0.996], [-2.772, -1.813, -1.101], [0.521, -2.091, 2.132], [-0.601, -3.150, 1.548], [0.877, -2.804, 0.614]]
}



{
  "formula": "C9H11O3",
  "method": "ωB97M-V/def2-TZVPD",
  "total_charge": -1,
  "relative_energy_kj_mol": 87.7,
  "homo_energy_ev": -4.0,
  "species": ["C", "C", "C", "C", "C", "C", "C", "O", "H", "H", "H", "H", "H", "H", "H", "H", "C", "C", "O", "O", "H", "H", "H"],
  "coordinates": [[2.577, 1.943, 1.756], [-0.698, -0.752, 2.093], [-0.329, -0.039, 3.224], [-0.111, -0.566, 0.857], [0.708, 0.876, 3.084], [0.893, 0.387, 0.759], [1.297, 1.149, 1.859], [-1.643, -1.740, 2.295], [-1.824, -2.206, 1.468], [-0.778, -0.168, 4.197], [-0.377, -1.212, 0.027], [0.904, 1.500, 3.955], [1.458, 0.519, -0.153], [2.826, 2.138, 0.712], [3.380, 1.317, 2.147], [2.543, 2.925, 2.226], [-1.650, 0.099, -4.580], [-0.557, -0.355, -3.575], [-0.705, -1.506, -3.090], [0.399, 0.425, -3.389], [-1.167, 0.830, -5.230], [-2.376, 0.647, -3.979], [-2.169, -0.680, -5.122]]
}



{
  "formula": "C9H11O3",
  "method": "ωB97M-V/def2-TZVPD",
  "total_charge": -1,
  "relative_energy_kj_mol": 147.0,
  "homo_energy_ev": -4.1,
  "species": ["C", "C", "O", "O", "H", "H", "H", "C", "C", "C", "C", "C", "C", "C", "O", "H", "H", "H", "H", "H", "H", "H", "H"],
  "coordinates": [[0.868, -3.739, 0.173], [2.228, -3.358, -0.296], [2.653, -2.170, 0.229], [2.815, -4.089, -1.028], [0.168, -2.912, 0.018], [0.804, -4.118, 1.143], [0.481, -4.436, -0.660], [-1.831, 3.520, -0.941], [0.319, 0.347, -0.511], [-0.357, 1.467, -1.083], [0.256, 0.123, 0.795], [-1.255, 2.252, -0.349], [-0.620, 0.946, 1.626], [-1.327, 1.977, 1.038], [0.913, -0.813, 1.495], [0.918, -0.280, -1.179], [-0.217, 1.603, -2.221], [1.836, -1.390, 0.683], [-0.785, 0.624, 2.585], [-1.010, 4.056, -1.442], [-2.260, 4.376, -0.218], [-1.985, 2.553, 1.730], [-2.613, 3.461, -1.584]]
}



Which formula does entry 3 have?
C9H11O3